Density functional theory data (wB97M-V/def2-TZVPD) for a 2-piece molecular cluster, C5H14 overall in a non-equilibrium geometry.

Its spin multiplicity is 1. For the HOMO energy, the calculation gives -10.94 eV. The electronic energy is -198.85794 Eh. The SMILES is CCC.CC. Its HOMO-LUMO gap is 12.11 eV. Its energy above the lowest of the compared OMol25 structures with the same formula, charge and spin is 82.0 kJ/mol.

The geometry in XYZ format:
```
19
Properties=species:S:1:pos:R:3:forces:R:3:mulliken_charge:R:1
C 0.03625 -2.07063 -0.74253 -1.031 0.318 1.255 -0.311
C 0.62097 -1.62837 0.58918 1.180 1.138 -0.630 -0.885
C -0.09822 -0.91310 -1.73681 -1.246 -1.774 -0.628 -1.017
H 0.45457 -3.00920 -1.06214 0.926 0.001 -0.652 0.385
H -0.98453 -2.40712 -0.52120 -0.137 0.153 -0.068 0.237
H 1.60008 -1.14895 0.42733 0.294 -0.705 -0.135 0.304
H 0.74565 -2.43226 1.30793 -0.264 0.172 0.254 0.375
H 0.72700 -0.22039 -1.82788 0.108 0.036 0.025 0.324
H -0.38169 -1.38685 -2.68490 0.729 0.298 -0.348 0.317
H 0.14145 -0.71609 0.95332 -0.816 -0.612 0.443 -0.035
H -1.05807 -0.45357 -1.52537 0.249 0.883 0.440 0.249
C -0.80195 2.11398 0.36791 -0.536 1.571 -0.448 -0.767
C 0.27322 2.23300 1.43599 0.623 -0.699 0.809 -0.665
H -1.33458 1.17001 0.40622 -0.089 -0.016 0.089 0.217
H -1.52321 2.93910 0.36130 -0.208 -0.187 0.550 0.358
H -0.42195 2.25217 -0.64787 0.512 -0.534 0.124 0.244
H 0.50583 1.19493 1.68777 0.852 0.175 -0.131 0.083
H 0.11313 2.64064 2.44148 -1.237 0.206 -0.329 0.308
H 1.16109 2.80847 1.17177 0.091 -0.422 -0.621 0.279
```
Positions in Å, forces in eV/Å.